{
  "formula": "C32H69ClN4O5PS",
  "method": "wB97M-V/def2-TZVPD",
  "molar_mass_g_mol": 688.42,
  "homo_energy_ev": -10.288,
  "total_charge": 1,
  "multiplicity": 1,
  "energy_ev": -83137.795,
  "fmax_ev_per_a": 6.2,
  "elements": ["C", "C", "C", "C", "N", "C", "Cl", "O", "C", "C", "N", "C", "C", "C", "C", "C", "N", "C", "C", "C", "C", "C", "C", "C", "C", "C", "C", "O", "C", "P", "O", "O", "S", "H", "H", "H", "H", "H", "H", "H", "H", "H", "H", "H", "H", "H", "H", "H", "H", "H", "H", "H", "H", "H", "H", "H", "H", "H", "H", "H", "H", "H", "H", "H", "H", "H", "H", "H", "H", "H", "H", "H", "H", "H", "H", "H", "H", "H", "H", "H", "H", "H", "H", "H", "C", "C", "C", "C", "C", "C", "N", "O", "C", "C", "C", "H", "H", "H", "H", "H", "H", "H", "H", "H", "H", "H", "H", "H", "H", "H", "H", "H", "H"],
  "positions_angstrom": [[2.8758, -6.0957, -0.1067], [2.4237, -6.3938, -1.5729], [1.7728, -5.1322, -2.1997], [1.4684, -5.3924, -3.7124], [1.2475, -4.1850, -4.5249], [0.2144, -3.3059, -4.0555], [-1.2363, -4.1911, -3.3925], [0.7212, -2.3331, -3.1708], [-0.1465, -1.2233, -2.9892], [0.4501, 0.0622, -3.6810], [-0.2474, 1.2869, -3.3319], [-0.5619, 2.1374, -4.4961], [-1.8519, 1.5568, -5.1655], [-2.3450, 2.4020, -6.3884], [-2.1854, 1.6432, -7.7621], [-3.3379, 1.9355, -8.7687], [-3.7751, 0.7128, -9.4992], [0.2954, 2.0178, -2.1878], [0.1439, 1.2917, -0.8226], [-1.3346, 1.2408, -0.3251], [-1.4429, 0.5301, 1.0640], [-2.2517, 1.3362, 2.1201], [-2.1399, 0.5372, 3.4778], [-3.3760, 0.7212, 4.4222], [-3.7332, -0.6537, 5.0884], [-5.1707, -1.1762, 4.7125], [-5.1012, -2.1325, 3.4784], [-4.7020, -3.4227, 3.9223], [-5.2322, -4.4779, 3.1073], [2.3281, 0.1300, -3.5975], [2.8526, -0.9618, -4.7460], [2.8906, 1.5819, -4.1548], [3.1067, -0.4104, -1.9225], [1.9818, -6.0314, 0.5436], [3.5502, -6.9052, 0.2314], [3.4056, -5.1246, -0.1145], [1.7132, -7.2469, -1.5619], [3.2776, -6.6784, -2.2237], [2.4882, -4.2788, -2.1603], [0.8745, -4.7815, -1.6516], [2.3878, -5.8692, -4.1208], [0.6763, -6.1550, -3.8495], [2.1117, -3.6880, -4.7159], [-0.1768, -2.7596, -4.9471], [-1.0881, -1.4190, -3.5511], [-0.4500, -1.0495, -1.9453], [0.2336, -0.1090, -4.7648], [-0.8241, 3.1537, -4.1508], [0.2961, 2.1683, -5.2003], [-2.6417, 1.3802, -4.4084], [-1.6207, 0.5427, -5.5677], [-3.4390, 2.5365, -6.2564], [-1.8223, 3.3695, -6.4906], [-1.2423, 1.9641, -8.2554], [-2.1179, 0.5468, -7.6195], [-4.2420, 2.3810, -8.3013], [-2.9760, 2.6611, -9.5254], [-4.1068, 0.9770, -10.4263], [-4.6071, 0.3335, -9.0464], [-0.3292, 2.9352, -2.0838], [1.3296, 2.4192, -2.3349], [0.6303, 0.3026, -0.7897], [0.6724, 1.9318, -0.0762], [-2.0270, 0.8344, -1.0882], [-1.6477, 2.2974, -0.1663], [-1.9066, -0.4662, 0.9499], [-0.4081, 0.4612, 1.4707], [-1.8096, 2.3420, 2.3039], [-3.3091, 1.4969, 1.8422], [-1.2132, 0.7858, 4.0327], [-2.0335, -0.5248, 3.1697], [-3.0679, 1.3829, 5.2623], [-4.2403, 1.2131, 3.9430], [-3.0328, -1.4647, 4.7973], [-3.6879, -0.6144, 6.1968], [-5.7850, -0.2911, 4.4608], [-5.6029, -1.7608, 5.5475], [-6.1076, -2.1150, 3.0090], [-4.3425, -1.7603, 2.7466], [-4.3822, -5.0471, 2.6807], [-5.9247, -4.1281, 2.3236], [-5.7544, -5.1775, 3.7955], [2.1367, -1.1625, -5.3728], [3.2813, 1.4145, -5.0329], [4.7648, 2.0139, 6.2782], [3.8091, 3.1606, 5.8824], [2.3732, 2.8599, 6.3633], [1.6417, 1.8241, 5.5145], [1.6612, 2.2221, 4.0402], [3.0835, 2.4674, 3.4979], [3.8653, 3.3911, 4.3969], [3.5175, 4.5095, 4.1786], [3.8133, 1.1120, 3.3356], [2.9834, 2.9977, 2.0569], [4.3424, 4.3550, 6.6940], [4.5206, 1.0524, 5.8371], [5.7947, 2.2549, 6.0090], [4.7393, 1.8601, 7.3566], [1.7865, 3.7856, 6.3565], [2.4009, 2.5273, 7.4014], [2.0822, 0.8347, 5.6577], [0.6052, 1.7482, 5.8523], [1.1753, 1.4433, 3.4494], [1.0543, 3.1263, 3.9146], [4.8852, 1.2524, 3.1858], [3.4364, 0.5797, 2.4625], [3.6623, 0.4315, 4.1699], [2.3866, 3.9077, 1.9829], [2.5004, 2.2600, 1.4178], [3.9736, 3.1986, 1.6422], [5.3405, 4.6464, 6.3609], [4.4087, 4.0904, 7.7478], [3.6926, 5.2281, 6.6304]],
  "atomic_forces_ev_per_a": [[-0.07, -0.30, -0.96], [-0.30, 0.57, 0.42], [0.13, -0.14, -0.60], [1.18, -0.32, 0.49], [-1.14, -0.83, 0.85], [0.47, 0.91, -1.56], [0.55, 0.28, -0.17], [-0.49, -0.33, 0.46], [-0.56, 0.56, -0.84], [-0.14, -0.13, -0.82], [0.52, 0.15, 0.35], [-1.21, -0.74, 0.07], [0.84, -0.04, -0.81], [-0.44, -1.13, -0.45], [-0.08, 0.43, 0.02], [-0.26, -0.06, -0.50], [-0.16, 0.33, -0.03], [-0.41, 0.71, 0.78], [-0.35, 0.48, 0.11], [0.28, 0.43, 0.26], [-0.20, 1.10, -0.46], [0.84, -0.43, 0.99], [-0.98, 0.31, -0.86], [1.22, -0.77, 1.02], [-1.09, -0.50, 0.32], [1.09, -0.16, -0.57], [-0.03, 0.99, 0.59], [-0.86, 0.24, -0.71], [0.49, -0.74, 0.79], [1.15, -1.07, 0.19], [-0.98, 1.22, 0.19], [-0.77, -1.43, -0.28], [-0.08, 0.49, 0.01], [0.58, -0.01, -0.21], [-0.36, 0.53, 0.12], [-0.15, -0.51, 0.28], [0.34, 0.44, -0.15], [-0.34, 0.08, 0.53], [-0.29, -0.53, 0.05], [0.41, -0.41, -0.24], [-0.55, 0.30, 0.09], [0.18, 0.70, 0.03], [-0.23, 0.10, 0.27], [-0.14, -0.33, 0.59], [0.39, 0.22, 0.47], [0.57, -0.22, -0.32], [0.29, 0.14, 0.54], [0.45, -0.42, -0.09], [-0.47, 0.25, 0.16], [0.50, 0.47, -0.28], [-0.08, 0.50, 0.36], [0.68, 0.42, -0.03], [-0.45, -0.27, 0.41], [-0.40, -0.36, 0.37], [-0.16, 0.54, 0.01], [0.74, 0.05, 0.17], [-0.27, -0.33, 0.44], [0.22, -0.08, 0.18], [0.36, -0.03, 0.01], [0.32, -0.51, -0.16], [-0.41, -0.58, 0.01], [-0.18, 0.44, -0.11], [-0.09, -0.44, -0.43], [0.44, -0.01, 0.40], [0.10, -0.51, -0.24], [0.47, 0.30, 0.19], [-0.57, -0.43, -0.21], [-0.23, -0.45, -0.50], [0.46, -0.26, 0.03], [-0.32, -0.01, -0.38], [-0.21, 0.49, 0.45], [-0.28, -0.11, -0.62], [0.39, -0.45, -0.01], [-0.17, 0.63, 0.12], [0.10, 0.28, -0.60], [-0.02, -0.58, 0.25], [0.03, 0.45, -0.46], [0.54, -0.41, 0.07], [-0.57, -0.05, 0.24], [-0.49, 0.36, -0.11], [0.37, -0.09, 0.32], [0.08, 0.39, -0.54], [0.31, 0.02, 0.06], [-0.06, 0.27, 0.29], [-0.03, -0.48, -0.32], [3.02, -1.44, 3.17], [-1.05, -0.08, -1.05], [0.19, -0.01, -0.05], [-0.31, 0.56, 1.31], [1.08, -3.29, -3.05], [-5.92, 1.10, 1.48], [1.84, 1.59, -1.03], [0.17, -0.22, 0.42], [0.04, 1.03, 0.28], [-0.26, 0.72, -0.77], [-0.04, 0.03, -0.07], [-0.05, 0.03, -0.02], [-0.09, 0.21, -0.05], [0.20, 0.10, -0.10], [0.46, 0.08, -0.05], [-0.01, 0.01, -0.03], [0.05, 0.00, -0.01], [0.40, 0.03, -0.27], [0.19, 0.09, -0.09], [-0.03, 0.00, 0.01], [-0.07, 0.25, -0.02], [0.07, 0.08, 0.08], [0.10, 0.04, 0.08], [0.07, -0.16, 0.25], [-0.03, -0.03, 0.01], [-0.03, -0.03, 0.00], [-0.06, -0.27, -0.14], [0.03, -0.01, -0.10]]
}